DFT (ωB97M-V/def2-TZVPD) results for C5H5N in the gas phase at a distorted geometry.

Values from the calculation:
Total energy in Eh: -248.10084
HOMO energy in eV: -8.49
Total charge: 0
ΔE to the lowest compared entry with this formula, charge and spin in kcal/mol: 109.3
LUMO in eV: 1.1866
HOMO-LUMO gap in hartree: 0.3555

XYZ file:
```
11
C5H5N, DFT ωB97M-V/def2-TZVPD
C 0.1459 0.9102 0.2623
C 1.0746 -0.1951 0.7155
C -0.1478 0.4995 -1.1198
N -0.5405 -0.8599 -0.7379
C -1.1555 0.1801 0.0461
C 0.4405 -1.2707 0.2454
H 0.1719 1.9564 0.5673
H 1.9665 -0.0895 1.3021
H -0.1857 0.9760 -2.0963
H -2.2043 0.2100 0.3471
H 0.4346 -2.3169 0.4682
```